[1]
{"formula": "C15H16N2O4S", "method": "the ωB97M-V functional and the def2-TZVPD basis", "e_homo_ev": -8.4, "de_lowest_kcal_mol": 76.2, "symbols": ["S", "O", "O", "O", "O", "N", "N", "C", "C", "C", "C", "C", "C", "C", "C", "C", "C", "C", "C", "C", "C", "C", "H", "H", "H", "H", "H", "H", "H", "H", "H", "H", "H", "H", "H", "H", "H", "H"], "positions_angstrom": [[-1.377, 1.016, 2.166], [0.895, -0.491, -2.814], [1.184, -2.629, -6.583], [-2.818, -2.049, -5.023], [-1.724, -0.416, -0.172], [1.007, -1.729, -4.587], [-0.853, -2.708, -5.693], [-1.631, -2.145, -4.719], [0.493, -2.495, -5.609], [-1.748, -0.069, -1.462], [-1.399, 0.770, 0.475], [-1.941, -1.031, -2.524], [0.267, -1.290, -3.575], [1.838, 1.604, 4.430], [1.813, 1.720, 2.918], [1.331, 0.510, 2.182], [-1.149, -1.422, -3.583], [0.052, -0.005, 2.780], [-0.031, 0.091, 4.314], [-1.194, 1.879, -0.361], [0.499, 1.332, 5.068], [-1.502, 1.275, -1.648], [2.590, 0.765, 4.565], [0.637, -0.747, 4.548], [-2.849, -1.628, -2.546], [2.105, -0.294, 2.047], [0.634, 0.944, 6.103], [1.118, 0.742, 1.121], [2.220, 2.588, 4.741], [0.042, -1.033, 2.439], [-1.467, 1.858, -2.538], [-0.123, 2.161, 5.081], [1.200, 2.612, 2.652], [2.757, 1.980, 2.519], [-1.241, -2.792, -6.605], [-0.743, 2.839, -0.136], [2.031, -1.532, -4.662], [-0.924, -0.183, 4.693]], "nbo_charge": [0.25, -0.61, -0.59, -0.57, -0.39, -0.61, -0.62, 0.63, 0.77, 0.20, 0.07, 0.03, 0.62, -0.40, -0.41, -0.43, -0.26, -0.30, -0.41, -0.28, -0.40, -0.22, 0.20, 0.20, 0.23, 0.21, 0.21, 0.23, 0.21, 0.22, 0.23, 0.21, 0.20, 0.21, 0.45, 0.25, 0.46, 0.21]}

[2]
{"formula": "C5H8N2O", "method": "the ωB97M-V functional and the def2-TZVPD basis", "e_homo_ev": -8.5, "de_lowest_kcal_mol": 114.4, "symbols": ["O", "N", "N", "C", "C", "C", "C", "C", "H", "H", "H", "H", "H", "H", "H", "H"], "positions_angstrom": [[-0.160, 1.874, 2.048], [1.093, 0.739, 0.419], [-2.087, 0.029, 1.055], [-1.357, 0.674, -0.142], [-0.561, -0.308, -0.859], [-0.055, 1.302, 0.884], [0.766, -0.336, -0.450], [1.622, -1.277, -1.101], [-1.972, 1.546, -0.613], [1.930, 0.455, 0.987], [2.416, -0.882, -1.729], [-2.747, 1.053, 1.358], [-0.841, -0.827, -1.829], [2.070, -1.855, -0.217], [1.228, -1.948, -1.941], [-1.345, -0.241, 2.129]], "nbo_charge": [-0.63, -0.63, -0.84, -0.14, -0.30, 0.67, 0.18, -0.66, 0.24, 0.41, 0.23, 0.36, 0.23, 0.22, 0.25, 0.40]}

[3]
{"formula": "C34H54F6N6O3S2Ti", "method": "the ωB97M-V functional and the def2-TZVPD basis", "e_homo_ev": -13.4, "charge": 2, "de_lowest_kcal_mol": 19.1, "symbols": ["Ti", "S", "S", "F", "F", "F", "F", "F", "F", "O", "O", "O", "N", "N", "N", "N", "N", "N", "C", "C", "C", "C", "C", "C", "C", "C", "C", "C", "C", "C", "C", "C", "C", "C", "C", "C", "C", "C", "C", "C", "C", "C", "C", "C", "C", "C", "C", "C", "C", "C", "C", "C", "H", "H", "H", "H", "H", "H", "H", "H", "H", "H", "H", "H", "H", "H", "H", "H", "H", "H", "H", "H", "H", "H", "H", "H", "H", "H", "H", "H", "H", "H", "H", "H", "H", "H", "H", "H", "H", "H", "H", "H", "H", "H", "H", "H", "H", "H", "H", "H", "H", "H", "H", "H", "H", "H"], "positions_angstrom": [[-1.340, -0.788, 1.380], [-2.016, -2.481, 3.436], [1.671, 1.321, -0.481], [-1.899, 2.705, 0.965], [-1.383, 0.880, 4.793], [-2.752, 2.236, 3.817], [-1.051, 3.009, 4.908], [0.074, 3.542, 1.171], [-1.479, 4.143, 2.524], [-1.150, 0.178, -0.472], [-2.761, -1.528, 0.800], [-0.833, 0.688, 2.233], [-1.273, -2.032, 5.937], [0.567, -1.538, 3.018], [0.508, -1.653, 0.475], [2.590, 3.207, -2.125], [1.643, 1.373, -3.128], [0.258, -1.466, 4.324], [-1.702, -4.381, 0.577], [0.432, -2.110, -0.781], [-5.113, -3.843, -0.780], [-6.315, -3.185, -0.624], [-2.039, -3.643, -1.868], [-1.467, 2.039, 4.104], [5.728, 3.606, -2.468], [-3.971, -2.108, 0.399], [-5.184, -1.428, 0.610], [4.287, 3.711, -0.339], [-0.593, 1.935, 2.824], [1.724, -1.346, 2.531], [0.872, 2.071, 3.213], [-4.728, 1.055, 0.576], [1.712, -1.679, 1.084], [1.879, 1.832, -4.497], [2.955, -0.916, 3.256], [-3.920, -3.339, -0.268], [3.325, 1.674, -4.982], [5.536, 4.197, -1.074], [-2.681, -4.169, -0.576], [3.652, 0.288, -5.538], [2.846, -2.138, 0.439], [-2.089, 0.508, -1.513], [-0.970, -1.961, 4.651], [3.619, -0.827, -4.495], [-0.984, 3.105, 1.855], [-4.933, -0.138, 2.793], [-5.372, -0.106, 1.333], [2.960, 4.075, -1.003], [1.510, -2.627, -1.469], [2.748, -2.628, -0.852], [-6.338, -1.997, 0.081], [2.000, 2.025, -2.012], [2.957, 0.051, -6.347], [5.608, 2.519, -2.453], [3.002, 5.092, -1.393], [1.358, 0.420, -2.982], [4.010, 1.901, -4.160], [6.727, 3.824, -2.845], [-6.448, 0.068, 1.338], [2.831, 3.528, -3.049], [1.108, 1.363, 4.007], [-0.649, -1.727, 6.667], [1.207, 1.263, -5.140], [-4.901, 1.997, 1.098], [3.503, 2.416, -5.763], [2.150, 4.025, -0.277], [1.372, -3.016, -2.468], [-7.224, -3.595, -1.041], [4.647, 0.327, -5.984], [3.078, 0.164, 3.149], [-7.279, -1.483, 0.229], [2.913, -1.157, 4.318], [-3.059, -5.167, -0.804], [6.404, 3.947, -0.461], [3.622, -3.014, -1.360], [-0.821, -4.920, 0.224], [3.797, -2.138, 0.949], [4.326, 2.626, -0.206], [-3.852, -0.043, 2.892], [-2.732, -3.760, -2.702], [1.558, 2.875, -4.562], [3.957, -1.769, -4.928], [-3.650, 0.914, 0.498], [3.851, -1.381, 2.853], [0.920, -1.160, 5.025], [4.278, 4.153, 0.660], [5.022, 4.022, -3.191], [-5.132, 1.143, -0.433], [-2.169, -4.986, 1.355], [-5.083, -4.786, -1.312], [-0.536, -2.056, -1.253], [-1.611, 0.365, -2.481], [5.509, 5.288, -1.141], [-1.127, -4.192, -2.110], [-2.942, -0.158, -1.420], [2.608, -0.991, -4.112], [-2.417, 1.540, -1.409], [-1.369, -3.464, 1.050], [-1.815, -2.574, -1.803], [-5.236, -1.064, 3.280], [1.494, 1.884, 2.339], [-2.185, -2.367, 6.200], [-0.299, 0.719, -0.564], [-5.377, 0.699, 3.332], [1.067, 3.077, 3.578], [4.267, -0.590, -3.647]], "mulliken_charge": [-0.05, -0.39, -0.19, -0.14, -0.17, -0.21, -0.29, -0.28, -0.29, 2.05, 1.46, 0.21, -0.36, 0.00, 1.45, 0.07, 0.14, -0.48, -1.07, 0.05, -1.25, -1.43, -1.42, 0.29, -0.86, 0.43, 0.46, -0.20, 0.92, 0.73, -1.27, -1.00, 0.86, -1.36, -1.74, 0.25, 0.29, -0.81, 0.60, -0.86, -1.13, -1.00, 0.49, -0.80, 0.36, -1.16, 0.31, -0.76, -1.40, -0.90, -1.34, -0.23, 0.36, 0.14, 0.54, 0.04, -0.25, 0.45, 0.73, 0.35, 0.33, 0.21, 0.53, 0.47, 0.38, -0.03, 0.66, 0.43, 0.37, 0.25, 0.46, 0.42, 0.80, 0.37, 0.53, 0.44, 0.35, 0.19, -0.18, 0.49, 0.46, 0.48, -0.38, 0.58, 0.26, 0.45, 0.21, 0.40, 0.39, 0.49, 0.08, 0.24, 0.34, 0.46, 0.23, 0.04, 0.29, -0.37, 0.30, 0.35, -0.07, 0.26, -1.20, 0.47, 0.62, 0.25]}

[4]
{"formula": "C2H4N2O4", "method": "the ωB97M-V functional and the def2-TZVPD basis", "e_homo_ev": [-10.5, -10.5], "de_lowest_kcal_mol": 197.2, "symbols": ["O", "O", "O", "O", "N", "N", "C", "C", "H", "H", "H", "H"], "positions_angstrom": [[-2.210, -0.515, -1.697], [1.880, -0.280, 1.513], [0.965, 1.536, 2.314], [-0.153, -0.766, -2.350], [1.211, 0.715, 1.450], [-1.039, -0.683, -1.489], [-0.552, -0.977, -0.221], [0.520, 0.989, 0.269], [-1.405, -0.800, 0.601], [1.028, 1.183, -0.716], [-0.464, 1.425, 0.434], [0.217, -1.826, -0.108]], "nbo_charge": [-0.34, -0.34, -0.35, -0.40, 0.46, 0.44, -0.26, -0.20, 0.23, 0.26, 0.23, 0.27]}